[1]
Formula: C2H11CoN6
Source: the OMol25 dataset
Level of theory: ωB97M-V/def2-TZVPD

Results
- multiplicity = 4
- HOMO (alpha / beta) (eV) = -0.107 / -2.314
- energy relative to the best compared isomer or geometry (same formula, charge and spin) (kcal/mol) = 0.0
- orbital gap (alpha / beta) (Eh) = 0.1401 / 0.2147
- <S²> = 3.7865
- charge = -1

Each line ends with the natural charge from an NBO analysis.
Geometry (Å):
Co: 0.293 0.798 -1.051  0.45
N: 0.863 -0.782 -2.192  -1.09
N: 0.532 0.575 1.659  -0.26
N: -0.151 -1.410 2.507  -0.47
N: -0.237 -0.043 0.723  -0.51
N: 0.457 -0.200 2.742  0.01
N: 1.507 -0.092 3.643  -0.69
C: -1.729 1.195 -2.173  -0.89
C: -0.626 -1.201 1.272  0.10
H: -1.163 0.888 -3.064  0.21
H: 0.473 -1.618 -1.746  0.38
H: -2.055 2.204 -2.421  0.21
H: 1.613 1.057 -0.365  -0.48
H: -1.261 1.317 -1.155  0.20
H: 0.544 -0.766 -3.161  0.35
H: 1.878 -0.879 -2.179  0.39
H: 1.697 0.895 3.761  0.37
H: 1.240 -0.619 4.473  0.35
H: -2.607 0.554 -2.002  0.20
H: -1.266 -1.872 0.727  0.16

[2]
Formula: C2H11N2O
Source: the OMol25 dataset
Level of theory: ωB97M-V/def2-TZVPD

Results
- multiplicity = 2
- HOMO (alpha / beta) (eV) = -19.201 / -19.200
- energy relative to the best compared isomer or geometry (same formula, charge and spin) (kcal/mol) = 18.7
- orbital gap (alpha / beta) (Eh) = 0.4347 / 0.2282
- <S²> = 0.7546
- charge = +2

Each line ends with the natural charge from an NBO analysis.
Geometry (Å):
O: 1.811 -2.147 -1.886  -0.98
N: 0.008 -1.105 0.121  -0.68
N: -0.835 2.557 0.812  -0.22
C: -0.724 1.164 1.127  -0.32
C: -0.340 0.311 -0.114  -0.28
H: -1.210 0.419 -0.789  0.27
H: 1.422 -2.702 -2.559  0.50
H: -1.560 2.959 1.411  0.46
H: -0.822 -1.663 0.347  0.46
H: 0.268 0.804 -0.873  0.28
H: 0.711 -1.184 0.855  0.46
H: 0.028 2.977 0.448  0.45
H: -1.660 0.786 1.549  0.27
H: 0.314 -1.460 -0.809  0.51
H: 0.073 1.016 1.917  0.32
H: 2.516 -2.731 -1.558  0.51

Copy entry 1 word for word.
Formula: C2H11CoN6
Source: the OMol25 dataset
Level of theory: ωB97M-V/def2-TZVPD

Results
- multiplicity = 4
- HOMO (alpha / beta) (eV) = -0.107 / -2.314
- energy relative to the best compared isomer or geometry (same formula, charge and spin) (kcal/mol) = 0.0
- orbital gap (alpha / beta) (Eh) = 0.1401 / 0.2147
- <S²> = 3.7865
- charge = -1

Each line ends with the natural charge from an NBO analysis.
Geometry (Å):
Co: 0.293 0.798 -1.051  0.45
N: 0.863 -0.782 -2.192  -1.09
N: 0.532 0.575 1.659  -0.26
N: -0.151 -1.410 2.507  -0.47
N: -0.237 -0.043 0.723  -0.51
N: 0.457 -0.200 2.742  0.01
N: 1.507 -0.092 3.643  -0.69
C: -1.729 1.195 -2.173  -0.89
C: -0.626 -1.201 1.272  0.10
H: -1.163 0.888 -3.064  0.21
H: 0.473 -1.618 -1.746  0.38
H: -2.055 2.204 -2.421  0.21
H: 1.613 1.057 -0.365  -0.48
H: -1.261 1.317 -1.155  0.20
H: 0.544 -0.766 -3.161  0.35
H: 1.878 -0.879 -2.179  0.39
H: 1.697 0.895 3.761  0.37
H: 1.240 -0.619 4.473  0.35
H: -2.607 0.554 -2.002  0.20
H: -1.266 -1.872 0.727  0.16

Question: Which value of <S²> does entry 2 give?
Answer: 0.7546

Question: Which value of charge does entry 1 give?
Answer: -1

Question: Among the records above, which one has the highest <S²>?
Answer: C2H11CoN6